1.
Formula: C29H34BF3O3
Source: OMol25
Level of theory: the ωB97M-V functional and the def2-TZVPD basis

```
70
Properties=species:S:1:pos:R:3:lowdin_charge:R:1
C -3.80 -4.02 -1.73 -0.08
O -3.43 -3.14 -0.70 -0.18
C -3.21 -1.80 -1.13 -0.27
C -3.83 -0.88 -0.07 -0.15
C -3.77 0.50 -0.28 -0.06
C -4.06 1.39 0.74 -0.07
C -4.65 0.90 1.92 -0.09
C -4.86 -0.48 2.08 -0.09
C -4.42 -1.37 1.11 -0.03
H -4.33 -4.84 -1.24 0.09
H -4.48 -3.52 -2.44 0.09
H -2.93 -4.42 -2.29 0.09
H -3.74 -1.57 -2.08 0.16
H -3.45 0.86 -1.26 0.11
H -3.87 2.46 0.61 0.10
H -4.98 1.58 2.70 0.10
H -5.38 -0.88 2.95 0.11
H -4.50 -2.45 1.26 0.12
C 3.22 -0.53 2.74 -0.01
C 3.31 0.23 1.44 -0.45
C 4.06 1.56 1.67 0.00
C 3.82 -0.60 0.16 -0.44
C 5.29 -0.44 -0.20 -0.01
C 3.48 -2.09 0.25 -0.01
O 3.09 0.00 -0.94 0.14
B 2.23 0.87 -0.31 -0.63
C 1.58 2.07 -1.03 -0.07
C 0.69 2.92 -0.35 0.00
C 0.40 4.19 -0.86 0.00
C 0.94 4.56 -2.08 -0.13
C 0.80 5.98 -2.57 -0.52
F 2.03 6.55 -2.81 0.11
F 0.11 6.04 -3.76 0.11
F 0.16 6.79 -1.69 0.11
C 1.67 3.66 -2.87 0.00
C 1.94 2.40 -2.35 0.00
C -1.70 -1.65 -1.29 -0.25
C -1.31 -0.29 -1.86 -0.06
C -1.08 -1.96 0.09 -0.17
C -0.73 -3.29 0.44 -0.04
C -1.07 -3.75 1.71 -0.08
C -1.54 -2.83 2.66 -0.10
C -1.44 -1.46 2.42 -0.08
C -1.11 -1.02 1.13 -0.04
O 1.98 0.61 1.04 0.11
H 4.22 -0.81 3.08 0.10
H 2.76 0.11 3.51 0.10
H 2.61 -1.44 2.65 0.09
H 5.06 1.41 2.08 0.09
H 4.14 2.16 0.75 0.10
H 3.48 2.15 2.39 0.10
H 5.95 -0.76 0.62 0.10
H 5.50 -1.06 -1.07 0.09
H 5.52 0.60 -0.47 0.09
H 4.06 -2.58 1.04 0.10
H 2.41 -2.25 0.43 0.09
H 3.74 -2.57 -0.70 0.09
H 0.26 2.62 0.61 0.12
H -0.25 4.87 -0.30 0.12
H 2.00 3.95 -3.86 0.13
H 2.48 1.68 -2.96 0.12
H -1.37 -2.44 -2.01 0.15
H -0.26 -0.30 -2.16 0.09
H -1.92 -0.09 -2.75 0.09
H -1.43 0.53 -1.14 0.06
H -0.31 -3.98 -0.30 0.12
H -1.06 -4.82 1.94 0.10
H -1.99 -3.17 3.59 0.09
H -1.73 -0.72 3.17 0.11
H -1.03 0.04 0.91 0.11
```

The calculation puts the relative energy (zero: lowest compared OMol25 entry of this formula, charge and spin) at 85.3 kJ/mol. As for the max |F|: 1.8 eV Å⁻¹. As for the multiplicity: 1. As for the LUMO energy: 0.26 eV. As for the frontier orbital gap: 8.63 eV.

2.
Formula: C28H36O16S4Zn
Source: OMol25
Level of theory: the ωB97M-V functional and the def2-TZVPD basis

```
85
Properties=species:S:1:pos:R:3:lowdin_charge:R:1
Zn 0.14 -0.32 0.19 0.59
C -0.66 -0.65 4.48 -0.02
C -1.65 -0.76 5.49 -0.35
C -3.19 -0.50 5.04 -0.38
O -4.07 -0.44 5.91 -0.03
C -3.45 -0.53 3.65 -0.04
C -2.45 -0.46 2.70 -0.37
C -0.99 -0.56 3.14 -0.32
O -0.03 -0.25 2.35 -0.11
O -2.77 -0.58 1.46 -0.10
O -1.55 -0.99 6.71 -0.02
H 0.38 -0.51 4.77 0.09
H -4.49 -0.60 3.39 0.10
C 1.89 0.89 -3.36 -0.02
C 1.31 -0.31 -2.79 -0.28
C 1.64 -1.66 -3.54 -0.38
O 1.29 -2.72 -3.03 -0.01
C 2.35 -1.61 -4.79 -0.03
C 2.87 -0.44 -5.34 -0.41
C 2.58 0.87 -4.59 -0.37
O 2.88 1.97 -5.12 -0.06
O 3.59 -0.57 -6.38 -0.09
O 0.70 -0.31 -1.70 -0.09
H 1.83 1.88 -2.92 0.07
H 2.54 -2.59 -5.21 0.09
C 3.66 3.47 -1.40 -0.17
C 2.32 4.25 -1.36 -0.22
C 1.80 4.26 0.07 -0.18
S 2.23 2.52 0.70 0.74
O 1.15 1.57 0.47 -0.33
O 2.81 2.65 2.02 -0.34
C 3.52 2.20 -0.54 -0.19
H 4.39 4.16 -0.97 0.11
H 4.00 3.21 -2.40 0.12
H 1.51 4.00 -2.04 0.10
H 2.55 5.30 -1.59 0.11
H 0.73 4.34 0.25 0.08
H 2.40 4.90 0.72 0.09
H 3.10 1.34 -1.06 0.09
H 4.32 1.81 0.09 0.10
C -3.30 4.14 -1.23 -0.25
C -1.91 4.30 -1.91 -0.19
C -1.66 2.87 -2.46 -0.18
S -2.36 1.61 -1.28 0.76
O -1.23 0.97 -0.63 -0.33
O -3.32 0.78 -1.97 -0.30
C -3.18 2.96 -0.31 -0.20
H -4.02 3.94 -2.03 0.11
H -3.64 5.07 -0.77 0.11
H -1.23 4.55 -1.09 0.09
H -1.91 5.08 -2.66 0.11
H -0.72 2.59 -2.93 0.10
H -2.42 2.69 -3.23 0.09
H -2.59 3.25 0.56 0.12
H -4.19 2.62 -0.10 0.11
C -4.29 -3.85 -0.17 -0.21
C -4.11 -3.60 -1.67 -0.23
C -3.00 -2.53 -1.81 -0.18
S -1.70 -3.14 -0.64 0.78
O -0.95 -2.00 -0.09 -0.34
O -0.93 -4.18 -1.32 -0.32
C -2.93 -3.87 0.56 -0.17
H -4.87 -4.77 -0.04 0.10
H -4.90 -3.09 0.32 0.11
H -5.07 -3.48 -2.17 0.11
H -3.78 -4.49 -2.23 0.11
H -3.37 -1.62 -1.34 0.08
H -2.59 -2.33 -2.79 0.12
H -2.92 -3.20 1.43 0.09
H -2.54 -4.82 0.92 0.10
C 3.37 -2.01 3.86 -0.20
C 2.43 -3.18 3.45 -0.19
C 2.73 -3.53 1.94 -0.18
S 3.01 -1.88 1.22 0.76
O 1.82 -1.36 0.56 -0.32
O 4.27 -1.97 0.46 -0.33
C 3.28 -0.99 2.75 -0.22
H 4.35 -2.39 4.14 0.11
H 2.85 -1.61 4.73 0.11
H 1.37 -2.92 3.56 0.11
H 2.67 -4.03 4.09 0.10
H 1.97 -4.11 1.43 0.11
H 3.72 -4.00 1.97 0.10
H 2.45 -0.31 2.94 0.09
H 4.16 -0.38 2.54 0.10
```

The calculation puts the relative energy (zero: lowest compared OMol25 entry of this formula, charge and spin) at 0.0 kJ/mol. The total charge is -2. As for the max |F|: 3.2 eV Å⁻¹. As for the multiplicity: 1. As for the LUMO energy: 3.42 eV. As for the frontier orbital gap: 4.72 eV.

3.
Formula: C49H41Br2N6PV
Source: OMol25
Level of theory: the ωB97M-V functional and the def2-TZVPD basis

```
100
Properties=species:S:1:pos:R:3:lowdin_charge:R:1
V 0.00 0.37 0.40 0.58
C -0.75 -5.02 0.42 0.01
N -1.11 -3.61 0.58 -0.02
C -0.36 -2.55 0.22 -0.42
N -1.02 -1.42 0.49 -0.04
C -2.24 -1.77 1.02 -0.19
C -2.30 -3.14 1.11 -0.08
C -3.40 -4.01 1.56 -0.18
C -3.19 -5.00 2.51 -0.04
C -4.25 -5.80 2.94 -0.06
C -5.52 -5.60 2.42 -0.06
C -5.73 -4.60 1.47 -0.05
C -4.68 -3.81 1.05 -0.02
C -3.23 -0.76 1.40 -0.25
C -3.49 0.28 0.52 -0.06
C -4.35 1.31 0.87 -0.06
C -4.96 1.30 2.12 -0.05
C -4.73 0.24 2.99 -0.04
C -3.87 -0.79 2.63 -0.04
P 1.21 -2.63 -0.67 1.22
C 2.19 -1.57 0.43 -0.41
N 1.87 -0.34 0.83 -0.02
C 2.97 0.16 1.54 -0.14
C 3.94 -0.81 1.55 -0.09
N 3.42 -1.88 0.85 -0.03
C 4.11 -3.17 0.65 0.01
C 5.27 -0.79 2.17 -0.18
C 6.41 -1.08 1.43 -0.04
C 7.66 -1.02 2.02 -0.06
C 7.78 -0.67 3.36 -0.05
C 6.65 -0.38 4.10 -0.05
C 5.40 -0.44 3.52 -0.01
C 3.17 1.53 2.09 -0.24
C 2.52 2.00 3.22 -0.08
C 2.81 3.27 3.71 -0.05
C 3.76 4.07 3.09 -0.05
C 4.43 3.58 1.97 -0.05
C 4.15 2.32 1.48 -0.06
C 0.79 -1.34 -1.89 -0.41
N 0.11 -0.21 -1.67 0.01
C -0.12 0.39 -2.91 -0.13
C 0.49 -0.39 -3.86 -0.09
N 1.04 -1.47 -3.20 -0.03
C 1.81 -2.55 -3.84 0.02
C 0.66 -0.23 -5.32 -0.23
C 0.02 -1.10 -6.20 -0.03
C 0.20 -0.96 -7.57 -0.05
C 1.02 0.04 -8.06 -0.05
C 1.67 0.91 -7.19 -0.05
C 1.49 0.77 -5.82 -0.04
C -1.01 1.56 -3.11 -0.15
C -1.66 2.15 -2.04 -0.10
C -2.49 3.24 -2.19 -0.06
C -2.71 3.77 -3.46 -0.05
C -2.10 3.17 -4.55 -0.04
C -1.26 2.07 -4.38 0.00
H -0.11 -5.13 -0.46 0.07
H -1.65 -5.60 0.28 0.10
H -0.22 -5.39 1.29 0.10
H -2.21 -5.14 2.96 0.12
H -4.08 -6.56 3.68 0.11
H -6.34 -6.22 2.75 0.12
H -6.72 -4.44 1.07 0.11
H -4.85 -3.04 0.31 0.12
H -3.10 0.21 -0.49 0.11
H -4.58 2.10 0.17 0.10
H -5.64 2.10 2.40 0.11
H -5.22 0.22 3.96 0.12
H -3.67 -1.60 3.33 0.13
H 4.81 -3.32 1.47 0.11
H 4.65 -3.17 -0.29 0.10
H 3.38 -3.97 0.66 0.08
H 6.33 -1.32 0.38 0.12
H 8.55 -1.24 1.44 0.11
H 8.76 -0.62 3.82 0.12
H 6.74 -0.11 5.15 0.12
H 4.51 -0.22 4.10 0.12
H 1.81 1.37 3.73 0.05
H 2.30 3.63 4.60 0.12
H 3.98 5.05 3.47 0.11
H 5.19 4.19 1.50 0.11
H 4.68 1.95 0.62 0.13
H 2.25 -2.17 -4.75 0.10
H 1.16 -3.39 -4.08 0.11
H 2.60 -2.88 -3.17 0.08
H -0.64 -1.87 -5.82 0.12
H -0.31 -1.63 -8.25 0.12
H 1.16 0.15 -9.13 0.12
H 2.31 1.69 -7.57 0.12
H 1.98 1.45 -5.13 0.13
H -1.55 1.75 -1.04 0.03
H -2.98 3.69 -1.33 0.11
H -3.36 4.63 -3.59 0.12
H -2.27 3.55 -5.54 0.12
H -0.81 1.63 -5.25 0.10
Br 1.21 2.55 -0.41 0.94
C -0.05 2.33 1.02 -0.62
Br -0.50 0.25 2.90 0.48
H -0.97 2.87 0.84 0.03
H 0.43 2.59 1.96 -0.03
```

The total charge is +2. As for the max |F|: 1.2 eV Å⁻¹. Its expectation value of S² is 0.828. As for the multiplicity: 2. As for the LUMO energy (alpha / beta): -7.08 / -6.40 eV. As for the frontier orbital gap (alpha / beta): 5.86 / 6.54 eV.

The highest multiplicity belongs to which entry? C49H41Br2N6PV

Number 1 is which compound? C29H34BF3O3

Among the records above, which one has the highest max |F|? C28H36O16S4Zn